Formula: C4H11O3
Source: the Open Molecules 2025 dataset
Level of theory: wB97M-V/def2-TZVPD

Last column: natural (NBO) charge in e.
Positions of all 18 atoms, in Å:
C: 0.053 -0.798 1.039  -0.470
C: 0.536 0.592 1.511  -0.459
C: 0.816 1.456 0.062  0.004
O: 1.168 0.834 -1.039  -0.926
C: -1.304 -0.832 0.409  -0.059
O: -1.579 -0.384 -0.899  -0.770
H: 0.841 -1.152 0.283  0.222
H: 0.143 -1.414 1.934  0.198
H: 1.503 0.558 1.928  0.182
H: -0.236 1.028 2.093  0.176
H: 1.687 2.069 0.462  0.073
H: -0.047 2.140 0.000  0.084
H: -0.664 0.026 -1.099  0.491
H: -1.914 -1.831 0.487  0.149
H: -2.041 -0.071 0.922  0.134
H: 0.594 -0.790 -1.919  0.502
H: 0.017 -0.358 -3.296  0.456
O: 0.425 -1.072 -2.878  -0.987

Properties
Total energy ... -384.67731 Eh
ΔE to the lowest compared entry with this formula, charge and spin ... 200.4 kJ/mol
Net charge ... -1
HOMO-LUMO gap ... 7.570 eV
E_HOMO ... -3.43 eV
F_max ... 0.1105 Eh/bohr
LUMO level ... 4.1417 eV
2S+1 ... 1